The following is a quantum chemistry calculation of a 4-piece molecular cluster, C38H65BN3O18P3S2 overall, from the OMol25 dataset.

```
130
C38H65BN3O18P3S2 (ωB97M-V with the def2-TZVPD basis set)
C -0.96468 -1.75786 7.01524
C -1.94145 -0.68753 6.50988
C -2.53290 -0.91629 5.11038
C -1.55931 -0.94766 3.89974
C -0.31242 -0.10657 4.18638
C -1.20131 -2.34449 3.39132
C -1.44126 -3.43597 4.22315
C -1.14460 -4.73983 3.86151
O -1.44832 -5.76066 4.73870
B -2.81927 -5.98905 4.81005
O -3.58477 -5.21774 5.67129
O -3.38866 -7.01429 4.09354
C -0.53989 -5.01133 2.62836
C -0.25218 -6.46159 2.30804
C -1.22195 -7.02883 1.26043
C -0.93818 -8.48794 0.93681
S 0.77315 -8.71333 0.35970
C 0.80346 -10.48815 0.23933
S -0.01579 -11.29581 -0.89557
N 1.59921 -11.14418 1.17148
C 1.45039 -12.42951 1.62410
C 2.42551 -12.66187 2.53797
N 3.19003 -11.51069 2.68011
C 2.69083 -10.63203 1.87310
C -0.26064 -3.92969 1.76367
C -0.61181 -2.60189 2.12581
C -0.35536 -1.50156 1.14883
O -0.79596 -0.38358 1.28649
C 0.43409 -1.75866 -0.07750
C 0.79220 -0.62047 -0.99277
C 1.30896 0.65675 -0.29249
C 0.31932 1.83306 -0.46713
C 1.00826 3.15155 -0.84779
N 0.15861 3.99793 -1.70270
C 0.88532 5.28508 -1.94188
C -0.04373 3.43558 -2.99458
C 0.89468 2.38990 -3.56475
O -0.97336 3.82260 -3.65362
C 0.78077 -3.01027 -0.36704
C 0.42396 -4.16372 0.45604
O 0.73849 -5.25692 0.04592
H -0.33013 -1.35666 7.80259
H -1.53637 -2.58140 7.43591
H -0.29517 -2.13025 6.24755
H -1.53050 0.31206 6.61203
H -2.79129 -0.70719 7.19415
H -3.19036 -0.06590 4.92918
H -3.18323 -1.78803 5.15593
H -2.07961 -0.44661 3.09348
H 0.37356 -0.59073 4.87860
H 0.24406 0.14232 3.29097
H -0.59649 0.83559 4.64981
H -1.89452 -3.31038 5.18928
H -4.27055 -4.72209 5.21458
H -4.12730 -6.74228 3.54340
H 0.78601 -6.59214 2.02443
H -0.41723 -7.05987 3.19868
H -1.27126 -6.41573 0.36922
H -2.21465 -6.99972 1.71106
H -1.62436 -8.82959 0.16838
H -1.05657 -9.06961 1.84737
H 0.71714 -13.15616 1.33117
H 2.60525 -13.57434 3.07066
H 3.06508 -9.63299 1.75205
H -0.05011 -0.43414 -1.65695
H 1.59496 -0.99863 -1.62378
H 1.47132 0.50783 0.76830
H 2.23080 0.96531 -0.78075
H -0.44221 1.62474 -1.21765
H -0.21955 1.99267 0.46113
H 1.17256 3.71553 0.06838
H 2.00431 2.98975 -1.27576
H 1.48762 5.17537 -2.85035
H 1.57553 5.50775 -1.13892
H 0.18346 6.08905 -2.13130
H 1.65990 2.91432 -4.13552
H 1.35731 1.75032 -2.82541
H 0.34030 1.80367 -4.28785
H 1.35106 -3.21774 -1.26040
C -4.55286 2.15777 -8.89291
O -4.04060 1.24418 -7.91596
P -2.47636 0.91666 -7.88363
O -1.66442 1.81032 -8.71130
O -2.37681 -0.62185 -8.22790
C -2.81198 -1.03866 -9.52306
O -2.13618 0.86845 -6.35152
C -2.39138 2.05265 -5.56876
H -4.80071 1.62394 -9.81069
H -5.45697 2.60337 -8.48377
H -3.83484 2.94618 -9.10986
H -2.53800 -0.30746 -10.28547
H -3.89344 -1.18202 -9.51774
H -2.32670 -1.98425 -9.74688
H -3.38623 1.98264 -5.12918
H -2.32089 2.95473 -6.17574
H -1.65873 2.10382 -4.78609
C 7.67381 0.89771 1.18644
O 6.68152 1.65528 1.89295
P 5.35756 2.12621 1.13578
O 5.14340 1.49490 -0.16852
O 5.43059 3.70046 1.12658
C 6.49794 4.31132 0.39599
O 4.22813 1.89834 2.20968
C 4.04908 0.57151 2.71819
H 8.37698 1.57011 0.69531
H 8.20750 0.29416 1.91690
H 7.21700 0.24136 0.44835
H 6.70483 3.76808 -0.52746
H 7.39383 4.34424 1.01692
H 6.19336 5.32476 0.15246
H 4.63513 0.45097 3.62819
H 4.34793 -0.18041 1.98627
H 2.99411 0.44353 2.94811
C -1.27008 12.01898 -2.06202
O -2.24822 11.17164 -1.44641
P -1.77728 9.86789 -0.65134
O -0.33726 9.81604 -0.39402
O -2.38213 8.65584 -1.45586
C -1.91601 8.45265 -2.79246
O -2.71867 9.84492 0.61069
C -2.68464 10.97694 1.48583
H -1.05360 11.66760 -3.07086
H -1.69024 13.02089 -2.11537
H -0.35162 12.04890 -1.47911
H -0.84869 8.66731 -2.87275
H -2.47478 9.09217 -3.47688
H -2.08927 7.41264 -3.05539
H -3.45931 11.68433 1.19246
H -1.71133 11.46877 1.46460
H -2.88068 10.62287 2.49399
```

Results
* SMILES string: CCC[C@@H](C)c1cc(OB(O)O)c(CCCSC(=S)n2ccnc2)c2c1C(=O)C(CCCCN(C)C(C)=O)=CC2=O.COP(=O)(OC)OC.COP(=O)(OC)OC.COP(=O)(OC)OC
* HOMO: -8.63 eV
* net charge: 0
* E_LUMO: -1.18 eV

Mulliken atomic charge list, values in e, 5 entries: C -1.1080; C -0.6061; C -1.2323; C 0.8089; C -1.2916